1.
# C33H39MoN8O4S2

A structure of composition C33H39MoN8O4S2 (the ωB97M-V functional and the def2-TZVPD basis, the OMol25 dataset).

```
! RIJCOSX wB97M-V def2-TZVPD def2/J DEFGRID3
* xyz 3 3
Mo 0.1952 -0.4467 0.1387
C -5.4859 -0.4022 -4.3378
C -4.1330 -0.3858 -3.6866
C -2.9591 -0.4288 -4.4095
C -1.6785 -0.3652 -3.8153
C -0.6173 -0.4244 -4.7902
N 0.5922 0.0376 -4.8263
C 1.3321 0.9374 -3.9271
C 1.1031 2.4062 -4.2929
C -0.2167 2.9882 -3.7883
N -0.2688 2.9468 -2.3265
C 0.0361 3.9410 -1.5492
C 0.2360 3.8450 -0.1441
C 0.6466 5.0066 0.5430
C 0.9986 4.9925 1.8766
C 1.4216 6.2314 2.6125
C 0.9387 3.7556 2.5230
C 0.5515 2.5784 1.8847
C 0.4394 1.3675 2.6682
N 0.2588 0.1791 2.2238
C -0.0205 -0.8651 3.2256
C -1.2845 -1.6465 2.8517
C -2.2929 -0.8159 2.0717
N -1.8902 -0.6568 0.6504
C -2.8360 -0.5187 -0.2026
C -2.7551 -0.3925 -1.6499
C -3.9911 -0.3788 -2.3032
C -1.5488 -0.3545 -2.3997
O -0.3650 -0.3744 -1.8402
C 0.1584 2.6041 0.5368
O -0.2910 1.5400 -0.0845
H -5.4033 -0.3691 -5.4219
H -6.0806 0.4531 -4.0172
H -6.0347 -1.3051 -4.0688
H -3.0196 -0.4954 -5.4906
H -0.8993 -0.9243 -5.7131
H 1.0912 -0.1760 -5.6839
H 2.3836 0.6856 -4.0535
H 1.0542 0.7058 -2.9040
H 1.1556 2.5415 -5.3750
H 1.9301 2.9837 -3.8736
H -1.0797 2.4418 -4.1705
H -0.3176 4.0250 -4.1071
H -0.4209 2.0551 -1.8500
H 0.1997 4.9031 -2.0290
H 0.6904 5.9405 -0.0072
H 1.4348 7.0972 1.9542
H 2.4190 6.1113 3.0353
H 0.7374 6.4440 3.4344
H 1.2027 3.7073 3.5750
H 0.4756 1.5040 3.7493
H -0.1529 -0.3838 4.1957
H 0.8346 -1.5328 3.2863
H -1.7571 -1.9912 3.7717
H -1.0300 -2.5523 2.2988
H -2.3921 0.1805 2.5089
H -3.2746 -1.2889 2.0986
H -3.8575 -0.5301 0.1793
H -4.8890 -0.3978 -1.6938
N -0.2158 -2.5808 -0.3877
H 0.6521 -3.0732 -0.6470
H -0.8589 -2.6207 -1.1725
H -0.6267 -3.1361 0.3594
N 0.3402 -5.5283 5.8332
C 0.8513 -4.9476 4.7249
C 0.3692 -5.2880 3.4451
C 0.8911 -4.6911 2.3222
C 1.8781 -3.7101 2.4421
C 2.3918 -3.3881 3.7049
C 1.8755 -3.9819 4.8285
S 2.6194 -3.0341 1.0386
O 2.2127 -3.7927 -0.1186
O 4.0080 -2.7818 1.2697
N 1.9550 -1.4875 0.8444
C 2.8014 -0.5299 0.3638
S 4.4805 -0.2187 0.4887
C 4.2270 1.2704 -0.3610
C 2.9335 1.4477 -0.6893
N 2.1286 0.3960 -0.2952
H -0.2526 -6.3366 5.7493
H 0.8045 -5.4146 6.7184
H -0.3797 -6.0634 3.3485
H 0.5719 -5.0218 1.3411
H 3.2102 -2.6837 3.7898
H 2.2827 -3.7414 5.8021
H 5.0611 1.9150 -0.5867
H 2.5137 2.2893 -1.2174
*
```

Values from the calculation:
⟨S²⟩: 2.0136
Highest occupied orbital energy (alpha / beta) (eV): -14.7427 / -14.7471
DFT total energy (eV): -78470.70202
Kohn-Sham gap (alpha / beta) (eV): 6.17 / 5.98
M (g/mol): 771.80
Energy relative to the best compared isomer or geometry (same formula, charge and spin) (eV): 0.000

The molecule's Mulliken atomic charges, reported in e, are given here: Mo -0.43; C -1.57; C -0.23; C -0.95; C 0.42; C -0.49; N -0.01; C 0.72; C -0.76; C -0.92; N 0.38; C -0.04; C 0.18; C -0.92; C -0.06; C -1.67; C -0.54; C 1.02; C -0.51; N 0.50; C -0.44; C -0.04; C -1.44; N 0.49; C -0.68; C 1.50; C -1.07; C 1.07; O -0.65; C 0.58; O -0.24; H 0.39; H 0.38; H 0.38; H 0.45; H 0.58; H 0.36; H 0.40; H -1.05; H 0.45; H 0.40; H 0.38; H 0.50; H -0.41; H 0.54; H 0.44; H 0.39; H 0.38; H 0.38; H 0.57; H 0.46; H 0.63; H -0.45; H 0.64; H -0.21; H 0.21; H 0.78; H 0.44; H 0.55; N -0.25; H 0.29; H 0.32; H 0.15; N -0.48; C 0.90; C -1.01; C -0.37; C -0.21; C -0.50; C -0.78; S 1.25; O -0.84; O -0.73; N 0.24; C 0.01; S -0.08; C -0.75; C -0.59; N 0.81; H 0.23; H 0.22; H 0.41; H 0.70; H 0.51; H 0.39; H 0.51; H 0.48



2.
# C33H39N7OSSiZr

A structure of composition C33H39N7OSSiZr (the ωB97M-V functional and the def2-TZVPD basis, the OMol25 dataset).

```
! RIJCOSX wB97M-V def2-TZVPD def2/J DEFGRID3
* xyz 2 1
Zr -0.7637 0.2537 0.1883
C -4.2236 4.6553 3.5912
C -2.7012 4.7002 3.6352
C -2.0205 4.2315 2.3490
S -2.3868 2.4889 2.0465
O -1.1081 1.9833 1.2700
C -3.7270 2.5274 0.8305
C -3.3401 2.6828 -0.6330
C -2.5700 3.9406 -1.0119
H -4.6401 5.0740 4.5050
H -4.6049 3.6328 3.5176
H -4.6188 5.2364 2.7548
H -2.3272 4.1118 4.4751
H -2.3641 5.7245 3.8014
H -0.9332 4.2428 2.4432
H -2.3132 4.8159 1.4798
H -4.3611 3.3496 1.1691
H -4.2711 1.5972 0.9965
H -4.2826 2.6442 -1.1840
H -2.7903 1.7923 -0.9677
H -3.1109 4.8406 -0.7157
H -2.4424 3.9884 -2.0928
H -1.5795 3.9682 -0.5540
N -2.2554 -0.6828 1.2980
C -2.8524 -1.5470 1.8544
C -3.5287 -2.5194 2.4754
C -4.0077 -3.6002 1.6767
N -4.3877 -4.4347 0.9835
C -3.6722 -2.4533 3.8926
N -3.7686 -2.3530 5.0333
C -1.2033 -2.9228 -3.6098
C 0.0467 -3.3642 -3.1990
C 0.5907 -2.9389 -1.9963
C -0.1089 -2.0781 -1.1325
C -1.3589 -1.6519 -1.5947
C -1.9132 -2.0476 -2.8047
Si 0.7679 -1.8481 0.6013
C 0.0594 -3.0384 1.8315
C 0.0956 -2.7416 3.1996
C -0.4327 -3.6244 4.1278
C -1.0078 -4.8158 3.7007
C -1.0567 -5.1210 2.3487
C -0.5277 -4.2365 1.4174
C 2.5991 -1.9266 0.3736
C 3.2479 -1.3385 -0.7185
C 4.6198 -1.4391 -0.8667
C 5.3698 -2.1192 0.0868
C 4.7451 -2.7000 1.1797
C 3.3667 -2.6098 1.3208
H -1.6238 -3.2649 -4.5457
H 0.6050 -4.0549 -3.8171
H 1.5662 -3.3092 -1.7074
H -2.0808 -1.0566 -1.0014
H -2.8924 -1.6936 -3.0977
H 0.5389 -1.8133 3.5474
H -0.4059 -3.3833 5.1821
H -1.4251 -5.5021 4.4256
H -1.5165 -6.0415 2.0149
H -0.5834 -4.4885 0.3641
H 2.6698 -0.8167 -1.4779
H 5.1105 -0.9989 -1.7262
H 6.4423 -2.2008 -0.0290
H 5.3284 -3.2325 1.9186
H 2.8868 -3.0864 2.1675
C 3.7032 0.6725 -4.1930
C 4.1575 1.9616 -3.5174
C 5.0222 1.6939 -2.2899
C 2.9742 2.8766 -3.2001
N 1.9471 2.1979 -2.3835
C 0.8011 1.6341 -2.7720
N 0.2198 1.1460 -1.6983
N 1.0518 1.4316 -0.6749
N 2.0849 2.0631 -1.0661
H 4.5666 0.1016 -4.5310
H 3.0779 0.8646 -5.0681
H 3.1487 0.0304 -3.5004
H 4.7447 2.5393 -4.2370
H 4.4761 1.1415 -1.5202
H 5.3855 2.6217 -1.8471
H 5.8900 1.0972 -2.5690
H 2.4622 3.1995 -4.1060
H 3.2778 3.7540 -2.6317
H 0.4421 1.5867 -3.7865
*
```

Values from the calculation:
Highest occupied orbital energy (eV): -13.3733
DFT total energy (eV): -67309.81560
Kohn-Sham gap (eV): 6.86
M (g/mol): 701.10
Energy relative to the best compared isomer or geometry (same formula, charge and spin) (eV): 0.622

The molecule's Mulliken atomic charges, reported in e, are given here: Zr 0.90; C -1.23; C -0.31; C -0.77; S 0.17; O -0.91; C -0.86; C 0.29; C -1.45; H 0.38; H 0.36; H 0.32; H 0.34; H 0.38; H 0.49; H 0.29; H 0.58; H 0.43; H 0.52; H -0.21; H 0.43; H 0.42; H 0.27; N -1.11; C 0.81; C 0.22; C -0.03; N -0.44; C -0.10; N -0.41; C -0.64; C -0.82; C -0.75; C 1.32; C 0.10; C -0.95; Si 1.78; C 0.34; C -0.13; C -0.86; C -0.47; C -0.88; C -0.09; C 0.08; C 0.78; C -0.72; C -0.68; C -0.74; C -0.83; H 0.45; H 0.49; H 0.56; H 0.10; H 0.51; H 0.49; H 0.45; H 0.44; H 0.43; H 0.42; H -0.04; H 0.50; H 0.43; H 0.44; H 0.36; C -1.35; C 0.96; C -1.50; C -1.15; N 0.68; C -0.22; N 0.01; N 0.47; N -1.07; H 0.44; H 0.37; H 0.16; H 0.32; H 0.26; H 0.40; H 0.39; H 0.41; H 0.39; H 0.41